(1)
Below is a gas-phase ion, C6H13N4S (charge +1) at a distorted geometry, with properties calculated with ωB97M-V/def2-TZVPD.

The geometry in XYZ format:
```
24
Properties=species:S:1:pos:R:3:mulliken_charge:R:1
C -1.982 -0.664 -0.855 -1.417
C -1.344 -0.366 0.470 -0.251
S -0.664 -1.874 1.238 -0.134
C -0.170 0.699 0.310 0.861
N -0.703 1.981 0.007 -0.513
C 0.571 0.748 1.611 -1.082
C 1.803 0.329 1.641 -0.466
N 2.492 -0.188 0.567 -0.139
C 1.973 -0.144 -0.638 0.503
N 2.642 -0.701 -1.622 -0.385
N 0.782 0.341 -0.813 -0.246
H -1.347 -1.342 -1.335 0.442
H -2.126 0.308 -1.300 0.374
H -2.876 -1.135 -0.541 0.380
H -1.998 0.087 1.145 0.627
H -0.524 -2.467 0.107 0.096
H 0.002 2.762 -0.327 0.274
H -1.622 1.974 -0.464 0.247
H 0.108 1.182 2.501 0.414
H 2.178 -0.001 2.595 0.334
H 3.430 -0.659 0.744 0.311
H 3.636 -1.019 -1.412 0.249
H 2.409 -0.408 -2.494 0.220
H 0.376 0.381 -1.729 0.303
```

Values from the calculation:
DFT total energy, hartree: -853.38364
Spin multiplicity: 1
HOMO energy, eV: -12.51
Structure (SMILES): C[C@@H](S)[C@@]1(N)C=CNC(=[NH2+])N1
Energy relative to the best compared isomer or geometry (same formula, charge and spin), kcal per mole: 0.0
Net charge: +1
LUMO, eV: -3.019
Orbital gap, eV: 9.5

---

(2)
Below is a molecular structure, C42H62FeN2O4P3S2Si at a distorted geometry, with properties calculated with ωB97M-V/def2-TZVPD.

The geometry in XYZ format:
```
117
Properties=species:S:1:pos:R:3:mulliken_spin:R:1
Fe -0.678 -0.173 0.062 3.816
C -0.557 -2.120 -5.121 0.012
C -0.077 -2.210 -3.670 0.086
C 1.210 -3.046 -3.663 0.003
P 0.009 -0.596 -2.675 0.084
C -0.801 0.761 -3.687 0.009
C -2.281 0.426 -3.981 -0.002
C -0.113 1.354 -4.915 0.008
C 1.820 -0.188 -2.708 -0.083
C 2.525 -0.155 -3.917 -0.014
C 3.881 0.131 -3.963 0.001
C 4.569 0.388 -2.786 0.004
C 3.889 0.355 -1.578 0.019
C 2.520 0.065 -1.503 0.101
Si 1.664 0.118 0.208 -0.214
C 2.332 -1.155 1.463 0.082
C 3.564 -1.802 1.357 0.007
C 3.919 -2.820 2.231 -0.001
C 3.055 -3.190 3.252 0.004
C 1.837 -2.538 3.399 -0.010
C 1.453 -1.538 2.508 -0.001
P -0.147 -0.624 2.608 0.114
C -1.499 -1.747 3.275 0.031
C -1.632 -2.996 2.422 0.024
C -1.483 -2.105 4.762 0.011
C 0.146 0.391 4.147 0.043
C 1.427 1.217 4.151 0.004
C -1.074 1.283 4.402 0.024
C 2.156 1.784 0.983 0.097
C 3.436 1.936 1.535 0.008
C 3.836 3.129 2.111 0.003
C 2.947 4.196 2.155 0.001
C 1.673 4.068 1.624 -0.006
C 1.254 2.868 1.032 -0.037
P -0.316 2.547 0.120 0.176
C -0.060 3.686 -1.337 0.032
C 0.049 5.176 -1.012 0.008
C 1.179 3.278 -2.135 0.030
C -1.776 3.266 1.069 0.080
C -1.480 4.287 2.170 0.006
C -2.885 3.802 0.153 0.009
H -0.615 -3.135 -5.528 -0.002
H 0.145 -1.564 -5.745 0.000
H -1.540 -1.672 -5.219 0.002
H -0.835 -2.760 -3.103 0.019
H 1.928 -2.665 -4.391 0.001
H 0.959 -4.072 -3.955 0.001
H 1.704 -3.080 -2.693 0.001
H -0.818 1.540 -2.930 0.038
H -2.432 0.230 -5.042 -0.001
H -2.917 1.268 -3.700 0.000
H -2.646 -0.429 -3.410 0.001
H -0.082 0.661 -5.757 0.001
H 0.900 1.692 -4.704 -0.001
H -0.688 2.229 -5.238 -0.001
H 2.002 -0.349 -4.845 0.001
H 4.398 0.155 -4.916 0.000
H 5.630 0.612 -2.811 0.000
H 4.439 0.571 -0.665 0.002
H 4.248 -1.522 0.559 0.003
H 4.870 -3.329 2.114 0.000
H 3.325 -3.990 3.933 0.000
H 1.187 -2.826 4.216 0.002
H -2.386 -1.145 3.076 0.003
H -0.707 -3.577 2.415 0.000
H -1.885 -2.708 1.404 0.003
H -2.439 -3.625 2.814 0.001
H -0.606 -2.680 5.059 -0.001
H -2.359 -2.727 4.967 -0.001
H -1.555 -1.229 5.406 0.000
H 0.230 -0.357 4.935 0.001
H 1.366 2.051 3.449 0.000
H 2.305 0.620 3.898 0.001
H 1.578 1.633 5.153 0.000
H -1.117 2.076 3.650 -0.011
H -1.009 1.753 5.387 -0.001
H -2.017 0.733 4.346 0.000
H 4.121 1.090 1.533 -0.001
H 4.829 3.231 2.533 0.000
H 3.245 5.136 2.605 0.000
H 1.012 4.918 1.681 -0.001
H -0.952 3.525 -1.952 0.008
H 0.994 5.397 -0.513 0.001
H -0.766 5.554 -0.399 0.000
H 0.042 5.735 -1.954 -0.001
H 2.088 3.463 -1.555 -0.001
H 1.238 3.872 -3.053 0.000
H 1.174 2.229 -2.411 -0.006
H -2.176 2.369 1.540 0.019
H -1.217 5.266 1.760 0.000
H -0.681 3.976 2.842 -0.001
H -2.386 4.420 2.770 0.001
H -2.608 4.739 -0.330 0.000
H -3.771 3.996 0.764 -0.001
H -3.164 3.080 -0.610 -0.001
O -4.464 0.042 -0.649 0.003
S -3.055 -0.029 -0.386 -0.063
O -2.674 0.134 1.063 0.098
O -2.244 1.025 -1.086 0.090
O -2.401 -1.323 -0.792 0.104
C -3.051 -6.083 -0.087 0.000
C -1.581 -5.852 -0.174 -0.004
C -0.625 -6.817 -0.058 0.008
C 0.729 -6.432 -0.145 0.000
N 1.096 -5.183 -0.261 0.002
C 0.140 -4.222 -0.356 0.075
S 0.481 -2.594 -0.526 0.024
N -1.176 -4.601 -0.376 0.011
C 1.826 -7.441 -0.090 0.000
H -3.269 -7.146 -0.038 0.000
H -3.562 -5.656 -0.952 0.000
H -3.450 -5.601 0.807 0.000
H -0.909 -7.849 0.093 0.001
H -1.856 -3.857 -0.505 0.003
H 1.444 -8.450 0.065 0.000
H 2.515 -7.183 0.714 0.000
H 2.389 -7.412 -1.023 0.000
```

Values from the calculation:
DFT total energy, hartree: -5421.77750
Expectation value of S²: 8.771
Spin multiplicity: 6
HOMO energy (alpha / beta), eV: -6.06 / -7.73
Energy relative to the best compared isomer or geometry (same formula, charge and spin), kcal per mole: 7.8
Net charge: 0
LUMO (alpha / beta), eV: -0.038 / -0.281
Orbital gap (alpha / beta), eV: 6.0 / 7.4

---

(3)
Below is 19 unconnected molecules or ions with the total composition C2H40O20 at a distorted geometry, with properties calculated with ωB97M-V/def2-TZVPD.

The geometry in XYZ format:
```
62
Properties=species:S:1:pos:R:3:mulliken_charge:R:1
O -5.653 -3.680 4.185 0.425
C -6.803 -2.976 3.824 0.805
C -7.839 -3.846 3.157 -0.654
O -9.182 -3.308 3.301 1.925
H -6.518 -2.205 3.119 -0.631
H -7.146 -2.598 4.758 1.145
H -7.886 -4.744 3.675 0.661
H -7.697 -4.101 2.115 -0.787
O -6.275 -3.764 6.797 -0.666
H -6.076 -3.793 5.826 0.230
H -5.678 -4.343 7.293 0.214
O -11.156 -0.851 1.268 -0.679
H -10.614 -1.539 1.647 0.353
H -11.672 -1.290 0.584 0.274
O -7.848 -0.580 6.884 -0.598
H -7.522 -0.259 6.047 0.344
H -8.622 -0.039 7.228 0.273
O -10.914 -3.842 1.372 -0.809
H -10.347 -4.233 0.726 0.376
H -10.179 -3.712 2.053 -0.185
O -4.449 -1.645 4.954 -0.705
H -5.133 -2.298 4.756 0.160
H -3.769 -1.521 4.295 0.341
O -2.704 -4.313 4.406 -0.715
H -3.623 -4.049 4.411 0.142
H -2.521 -4.251 5.327 0.275
O -11.643 -2.835 4.581 -0.741
H -10.808 -3.150 4.247 0.034
H -11.357 -2.078 5.022 0.346
O -8.878 -3.171 6.095 -0.674
H -9.555 -2.547 5.899 0.316
H -8.331 -3.308 5.301 -0.141
O -8.174 -6.798 1.470 -0.670
H -9.106 -7.088 1.481 0.275
H -8.146 -5.865 1.444 0.299
O -10.202 -5.807 3.847 -0.681
H -10.224 -6.244 3.013 0.219
H -9.672 -5.011 3.821 0.215
O -7.255 0.286 1.703 -0.641
H -7.646 -0.535 1.471 0.451
H -7.611 0.950 1.096 0.244
O -8.503 -1.907 0.804 -0.810
H -8.558 -2.272 1.675 -0.060
H -8.033 -2.562 0.322 0.358
O -6.221 -6.450 4.706 -0.763
H -5.901 -5.610 4.445 0.233
H -6.901 -6.311 5.385 0.310
O -6.642 0.008 4.148 -0.867
H -6.531 0.199 3.230 0.316
H -5.941 -0.615 4.317 0.394
O -6.505 -3.935 -0.462 -0.742
H -6.205 -4.259 0.383 0.303
H -6.184 -2.947 -0.536 0.348
O -9.183 -0.757 3.532 -0.806
H -8.299 -0.417 3.787 0.683
H -8.960 -1.682 3.609 -0.614
O -5.229 -4.898 1.955 -0.715
H -5.476 -4.537 2.802 0.060
H -4.545 -5.582 2.075 0.191
O -4.584 -1.887 1.805 -0.642
H -5.111 -2.290 2.498 0.041
H -4.344 -1.036 2.211 0.420
```

Values from the calculation:
DFT total energy, hartree: -1604.97684
Spin multiplicity: 1
HOMO energy, eV: -3.13
Energy relative to the best compared isomer or geometry (same formula, charge and spin), kcal per mole: 56.5
Net charge: -2
LUMO, eV: 4.772
Orbital gap, eV: 7.9

---

(4)
Below is a single C13H16N3P molecule at a distorted geometry, with properties calculated with ωB97M-V/def2-TZVPD.

The geometry in XYZ format:
```
33
Properties=species:S:1:pos:R:3:mulliken_charge:R:1
C -0.935 0.144 2.026 -1.807
C -1.764 -0.072 0.688 1.406
C -3.091 -0.805 1.128 -0.279
N -4.089 -1.201 1.534 -0.517
C -1.062 -1.019 -0.381 -0.834
C 0.157 -1.877 0.204 -0.956
C 1.539 -1.145 0.057 0.632
C 2.827 -1.869 0.287 -0.577
C 4.126 -1.173 0.099 -0.433
C 4.225 0.248 -0.299 -0.429
C 2.962 0.973 -0.518 -0.656
C 1.680 0.281 -0.338 0.100
C -2.209 1.359 0.148 0.031
C -1.194 2.495 0.515 -0.064
N -0.251 3.130 0.680 -0.464
P -2.651 1.439 -1.674 0.110
N -1.373 1.586 -2.642 -0.661
H 0.133 0.434 1.846 0.355
H -1.426 0.876 2.734 0.382
H -0.907 -0.849 2.572 0.517
H -0.658 -0.496 -1.287 0.272
H -1.837 -1.756 -0.743 0.597
H -0.041 -2.280 1.230 0.379
H 0.221 -2.782 -0.478 0.463
H 2.828 -2.948 0.596 0.340
H 5.093 -1.717 0.251 0.300
H 5.181 0.800 -0.453 0.340
H 2.942 2.045 -0.853 0.358
H 0.743 0.853 -0.546 0.067
H -3.154 1.635 0.718 0.547
H -3.409 2.650 -1.852 0.112
H -3.396 0.273 -2.008 0.135
H -1.454 0.761 -3.259 0.232
```

Values from the calculation:
DFT total energy, hartree: -1010.43617
Spin multiplicity: 1
HOMO energy, eV: -8.96
Structure (SMILES): C[C@](C#N)(CCc1ccccc1)[C@@H](C#N)[PH2]=N
Energy relative to the best compared isomer or geometry (same formula, charge and spin), kcal per mole: 56.8
Net charge: 0
LUMO, eV: 0.390
Orbital gap, eV: 9.4